Molecular formula: C18H54O9
Method: DFT, ωB97M-V/def2-TZVPD

Calculated values
energy relative to the best compared isomer or geometry (same formula, charge and spin) = 369.79 kJ/mol
lowest unoccupied orbital energy = 0.355 eV
highest occupied orbital energy = -9.601 eV
spin multiplicity = 1
Kohn-Sham gap = 9.957 eV
F_max = 2.3 eV/A

Last column: Mulliken charge in e.
Cartesian coordinates (Å):
C -35.4676 -12.1555 -6.2208  -0.481
C -36.0420 -12.3424 -4.8024  -0.397
O -36.9942 -13.3655 -4.8825  -0.559
H -35.0498 -13.0591 -6.6646  -0.089
H -34.6791 -11.4079 -6.1343  0.172
H -36.2642 -11.8631 -6.9050  0.556
H -36.5778 -11.4750 -4.4169  0.323
H -35.3123 -12.5631 -4.0234  0.117
H -37.7819 -13.0154 -5.3050  0.321
C -28.6423 -9.9804 -12.6425  -0.661
C -28.7661 -8.6576 -12.0778  -0.326
O -29.3511 -8.6740 -10.8100  -0.503
H -28.0659 -9.9395 -13.5667  0.357
H -29.6274 -10.3968 -12.8526  0.267
H -28.1156 -10.6393 -11.9522  -0.005
H -29.2638 -7.9638 -12.7553  0.276
H -27.8069 -8.1416 -12.0349  0.306
H -30.2675 -8.9505 -10.8835  0.286
C -26.1631 -13.0118 -9.0007  -0.504
C -24.6498 -12.9431 -9.0197  -0.359
O -24.1831 -13.4788 -10.2170  -0.531
H -26.5788 -12.3107 -9.7244  0.037
H -26.6137 -12.7475 -8.0440  0.193
H -26.5295 -14.0242 -9.1707  0.349
H -24.3441 -13.4827 -8.1234  0.186
H -24.2850 -11.9251 -8.8826  0.323
H -23.6264 -12.8602 -10.6957  0.322
C -30.2358 -12.8596 -9.7004  -1.244
C -30.6545 -12.8756 -8.1806  0.608
O -31.9676 -12.3634 -8.0735  -0.330
H -30.2510 -11.8384 -10.0814  0.134
H -30.9757 -13.3722 -10.3151  0.374
H -29.2870 -13.3346 -9.9496  0.359
H -29.9777 -12.2378 -7.6120  0.120
H -30.5362 -13.8817 -7.7782  -0.004
H -32.2393 -12.5711 -7.1765  -0.138
C -31.1738 -12.5090 -3.2301  -1.029
C -32.2110 -12.0291 -4.2463  -0.228
O -32.5876 -13.1098 -5.0835  -0.175
H -31.6223 -13.2279 -2.5444  0.403
H -30.8312 -11.6596 -2.6392  0.429
H -30.2641 -12.9159 -3.6718  -0.038
H -31.8426 -11.2679 -4.9340  0.330
H -33.1234 -11.7161 -3.7388  0.253
H -33.0595 -13.7507 -4.5467  0.198
C -35.6132 -11.9476 -11.4147  -1.392
C -34.7356 -12.1914 -10.2091  0.556
O -33.5763 -11.3796 -10.3415  -0.519
H -35.0466 -12.1855 -12.3150  0.319
H -36.0644 -10.9553 -11.4178  0.338
H -36.4287 -12.6657 -11.3290  0.382
H -34.5144 -13.2568 -10.1438  0.138
H -35.1878 -11.9620 -9.2442  -0.107
H -33.0100 -11.5689 -9.5897  0.314
C -29.9262 -15.7553 -5.5472  -0.134
C -29.4953 -16.4927 -4.2555  -0.517
O -28.0934 -16.6066 -4.1294  -0.523
H -29.6508 -14.7061 -5.4402  -0.205
H -30.9981 -15.7525 -5.7449  -0.046
H -29.4127 -16.1685 -6.4154  0.479
H -30.0126 -17.4442 -4.1324  0.396
H -29.8796 -15.8550 -3.4594  0.228
H -27.9664 -16.9843 -3.2561  0.310
C -27.8806 -11.7120 -4.7523  -0.381
C -26.3714 -11.6112 -4.4134  -0.580
O -25.5018 -12.3924 -5.2959  -0.486
H -28.5023 -11.2459 -3.9879  0.391
H -28.2505 -12.7334 -4.8415  -0.123
H -28.0955 -11.1799 -5.6790  0.228
H -26.2512 -11.9970 -3.4011  0.304
H -26.0456 -10.5728 -4.3534  0.346
H -25.7894 -13.3051 -5.2192  0.288
C -33.7545 -15.7153 -7.3255  -0.354
C -33.4458 -16.9099 -8.1338  -0.471
O -34.6470 -17.3612 -8.7391  -0.534
H -34.5010 -15.9297 -6.5607  0.438
H -34.2678 -14.9347 -7.8871  0.082
H -32.8594 -15.3345 -6.8336  -0.069
H -32.9403 -17.6601 -7.5257  0.307
H -32.7969 -16.6963 -8.9832  0.293
H -35.2527 -17.6672 -8.0601  0.307

Force components x, y, z for each atom (eV/Å):
C 0.265 0.490 0.950
C -0.387 0.194 -1.098
O -0.565 -1.301 0.654
H 0.100 -0.150 0.507
H 0.003 0.200 -0.591
H 0.029 0.429 0.097
H 0.349 0.631 -0.287
H 0.179 -0.451 -0.244
H 0.009 -0.021 -0.021
C 0.345 -1.781 -0.912
C 0.305 2.313 -0.147
O -0.077 0.328 0.855
H -0.076 -0.140 -0.157
H 0.001 -0.215 -0.078
H -0.039 -0.106 0.010
H -0.747 -0.080 -0.185
H 0.357 -0.313 0.710
H -0.105 -0.046 -0.071
C -0.605 0.473 0.070
C -0.886 0.499 1.112
O 0.529 -0.725 -0.781
H -0.159 -0.238 -0.243
H 0.386 0.259 0.272
H 0.215 -0.051 -0.440
H 0.689 -0.394 -0.206
H -0.160 0.169 0.017
H -0.045 0.020 0.228
C -0.830 0.089 0.662
C 1.248 0.127 -1.818
O -0.046 -0.281 0.020
H 0.271 0.119 0.159
H -0.250 -0.205 0.243
H 0.153 0.163 0.487
H 0.223 0.113 0.022
H -0.377 -0.192 0.020
H -0.506 0.010 0.343
C 0.020 0.864 0.084
C 0.270 -0.894 0.227
O 0.004 -0.363 -0.741
H 0.051 -0.108 -0.038
H -0.094 0.084 0.226
H -0.298 -0.206 -0.268
H 0.029 0.179 0.302
H 0.159 0.630 0.155
H -0.075 -0.174 -0.077
C -0.434 -0.567 0.723
C 0.374 0.456 0.068
O -0.027 -0.170 -0.269
H -0.101 0.313 -0.048
H 0.323 0.065 -0.216
H -0.211 -0.032 -0.268
H 0.427 -0.221 -0.206
H -0.588 0.203 -0.035
H 0.316 -0.086 0.303
C 0.895 -0.276 0.352
C -1.394 1.002 -0.337
O -0.127 -0.046 -0.269
H 0.161 0.040 -0.162
H 0.003 -0.338 0.326
H -0.010 0.002 -0.061
H 0.164 -0.314 -0.293
H -0.041 0.027 0.423
H 0.379 -0.045 0.030
C 0.536 0.477 -0.338
C -0.472 -1.262 0.170
O -0.837 1.275 0.516
H 0.230 0.145 0.212
H 0.327 -0.168 -0.074
H -0.007 -0.128 -0.154
H 0.130 -0.087 0.180
H 0.176 -0.136 -0.594
H -0.041 -0.137 0.017
C -0.253 1.135 0.866
C -0.292 -0.237 -0.813
O -0.038 -0.664 -0.295
H 0.124 -0.400 0.367
H 0.492 0.111 -0.398
H -0.055 0.303 -0.007
H -0.107 -0.350 0.027
H 0.147 0.165 0.114
H -0.032 -0.003 0.113


Molecular formula: C10H18CuO12S
Method: DFT, ωB97M-V/def2-TZVPD

Calculated values
net charge = -3
lowest unoccupied orbital energy (alpha / beta) = 6.162 / 6.067 eV
highest occupied orbital energy (alpha / beta) = 4.295 / 1.495 eV
<S²> = 2.004
spin multiplicity = 3
Kohn-Sham gap (alpha / beta) = 1.867 / 4.573 eV
F_max = 5.7 eV/A

Last column: Mulliken charge in e.
Cartesian coordinates (Å):
Cu -21.9089 9.2560 14.6113  1.445
S -20.2404 8.7435 12.5901  1.090
O -18.8145 8.8818 12.6588  -0.734
O -21.0871 9.8779 12.7181  -0.643
O -20.3000 8.1855 11.2783  -0.761
O -20.6443 7.9002 13.7008  -0.752
C -24.1176 7.7683 12.9955  -0.706
O -23.7732 8.1300 14.3197  -0.660
H -24.2381 6.6850 12.9855  0.236
H -24.9791 8.2413 12.5241  0.232
H -23.2964 7.8551 12.2840  0.188
C -21.7681 8.5445 18.0048  -0.944
O -22.3974 8.6595 16.7730  -0.500
H -22.4465 8.8160 18.8137  0.246
H -21.6183 7.4789 18.1782  0.216
H -20.7864 9.0164 18.0471  0.170
C -24.9652 12.3608 18.1468  -1.749
C -24.3121 13.4165 17.2087  -0.657
C -22.8762 13.6257 17.5963  -4.788
O -22.2318 12.6650 16.7310  2.212
C -23.0756 12.3240 15.6393  0.678
O -22.8663 11.4302 14.8543  -0.319
O -24.2088 12.9243 15.8582  -0.163
H -26.0505 12.3416 18.0469  0.445
H -24.7323 12.6874 19.1603  0.850
H -24.5876 11.3478 18.0075  0.250
H -24.9856 14.2609 17.3552  0.953
H -22.6180 13.3655 18.6228  0.151
H -22.5612 14.6128 17.2577  0.871
C -17.1907 13.3245 13.8115  -1.759
C -17.4096 11.8175 13.7625  0.727
C -16.7146 11.0055 14.7198  -0.627
O -17.6449 10.2321 15.3681  -0.289
C -18.8422 10.6522 14.9914  0.578
O -19.9005 10.2615 15.4423  -0.371
O -18.7665 11.5584 14.0235  -0.154
H -17.2341 13.8062 14.7884  0.369
H -17.8514 13.8232 13.1025  0.338
H -16.1671 13.4842 13.4727  0.479
H -17.1267 11.4163 12.7893  0.284
H -16.1760 11.7281 15.3329  0.256
H -15.9351 10.4366 14.2130  0.314

Force components x, y, z for each atom (eV/Å):
Cu -1.609 -1.374 1.486
S 2.876 -3.544 -1.760
O 4.256 2.848 2.430
O -2.798 4.652 0.876
O -2.910 -1.917 -3.423
O -0.843 -2.298 1.875
C 1.624 -0.373 1.518
O 0.307 1.107 -1.369
H -0.721 -0.690 -0.123
H -0.618 0.386 0.117
H 0.412 0.536 -0.260
C -0.666 -0.713 -2.160
O 0.142 0.924 -0.776
H -0.041 0.778 0.616
H 0.565 -0.807 0.431
H 0.293 0.488 0.419
C 0.300 0.130 -0.484
C -0.836 -1.431 1.954
C 0.426 -0.153 -1.588
O 0.046 -0.733 -1.588
C 2.034 -2.350 2.655
O 0.032 2.127 0.462
O -2.462 1.404 -0.530
H -0.077 0.017 -0.143
H -0.101 -0.018 0.086
H 0.172 0.003 -0.147
H 0.461 0.489 -1.025
H -0.127 0.358 -0.173
H 0.190 0.270 0.545
C 0.811 -0.208 -0.522
C -1.606 1.633 -2.431
C 3.329 0.072 0.918
O 0.542 -0.602 1.213
C -4.277 -1.362 0.027
O 2.083 0.635 -0.126
O -0.203 0.503 -0.034
H -0.449 -0.361 0.187
H -0.066 -0.024 0.144
H 0.233 0.218 -0.207
H -0.626 0.356 -0.519
H 0.089 -0.354 1.179
H -0.188 -0.620 0.250


Molecular formula: C4H11N2O2
Method: DFT, ωB97M-V/def2-TZVPD

Calculated values
energy relative to the best compared isomer or geometry (same formula, charge and spin) = 136.41 kJ/mol
net charge = +1
lowest unoccupied orbital energy = -2.898 eV
highest occupied orbital energy = -13.232 eV
spin multiplicity = 1
Kohn-Sham gap = 10.334 eV
F_max = 6.9 eV/A

Last column: Mulliken charge in e.
Cartesian coordinates (Å):
C 0.4543 -1.6715 -2.0813  -1.083
C 0.3585 -0.5515 -1.2261  0.741
C 0.3057 0.8440 -1.5015  -0.632
N 0.4844 1.5452 -0.3247  0.067
C 0.5760 0.6411 0.7067  -0.220
N 0.4752 -0.5922 0.1518  -0.017
H -0.5655 -2.2130 -2.1265  0.278
H 1.2640 -2.4320 -1.6662  0.312
H 0.6870 -1.3584 -3.0957  0.338
H 0.2461 1.2047 -2.4841  0.420
H 0.6025 2.5001 -0.1325  0.157
H 0.9939 0.7620 1.7284  0.349
H 0.4954 -1.4927 0.7827  0.301
H -3.0206 2.7793 0.1043  0.289
H -2.9170 1.3342 0.7291  0.289
O -2.5461 2.0213 0.2572  -0.569
H 0.6597 -1.5417 3.7118  0.288
H 0.0739 -2.7888 3.0465  0.335
O 0.6206 -1.8960 2.8960  -0.643

Force components x, y, z for each atom (eV/Å):
C -0.502 -4.037 -0.481
C 0.036 5.245 2.198
C 0.554 -2.811 1.120
N 0.006 -3.622 1.383
C 0.635 -0.547 -1.486
N 0.172 -1.342 1.938
H 1.629 0.532 0.011
H -1.668 1.520 -1.088
H 0.175 -0.177 0.020
H -0.120 1.074 -0.761
H -0.094 1.448 -0.316
H -0.951 0.332 -0.931
H 0.150 2.418 -1.446
H -2.372 2.192 -0.056
H -1.946 -1.457 1.457
O 4.339 -0.733 -1.393
H 0.307 2.011 4.479
H 1.883 2.963 -0.496
O -2.232 -5.007 -4.152


Molecular formula: C10H12ClNPSn
Method: DFT, ωB97M-V/def2-TZVPD

Calculated values
energy relative to the best compared isomer or geometry (same formula, charge and spin) = 80.90 kJ/mol
net charge = +1
lowest unoccupied orbital energy = -3.461 eV
highest occupied orbital energy = -9.501 eV
spin multiplicity = 1
Kohn-Sham gap = 6.040 eV
F_max = 3.0 eV/A

Last column: Mulliken charge in e.
Cartesian coordinates (Å):
C -3.1182 1.2692 -0.0248  -0.600
C -2.2036 2.3104 0.3401  -0.426
C -1.5212 1.9222 1.5688  -0.334
C -2.0034 0.6142 1.9676  -0.752
C -2.9923 0.1901 0.9646  -0.298
Sn -0.9443 0.2878 -0.0434  0.403
P -0.5945 0.0924 -2.5423  -0.247
H -3.7485 1.2256 -0.9122  0.523
H -2.0880 3.2689 -0.1517  0.448
H -0.8332 2.5393 2.1358  0.551
H -3.5919 -0.7146 1.0164  0.464
H -1.6880 0.0344 2.8308  0.501
H 0.7875 0.2594 -2.8198  0.143
H -1.3293 1.0471 -3.2522  0.175
H -0.9607 -1.2126 -2.9604  0.158
Cl 2.7842 -3.9108 -0.8503  -0.167
C 2.5041 -2.3543 -0.2963  -0.068
C 3.5106 -1.5892 0.2965  -0.147
C 3.2405 -0.3023 0.7486  -0.715
C 1.9777 0.2331 0.6190  -0.050
N 1.0324 -0.5699 0.0782  -0.083
C 1.2263 -1.8265 -0.4076  -0.136
H 4.4949 -2.0099 0.4010  0.456
H 3.9888 0.3107 1.2127  0.413
H 1.6834 1.2389 0.9521  0.366
H 0.3865 -2.3534 -0.8712  0.420

Force components x, y, z for each atom (eV/Å):
C -0.277 -0.021 1.919
C -0.877 -0.797 0.849
C -1.759 -0.907 0.616
C -2.298 1.895 0.026
C -0.499 2.211 1.140
Sn 0.558 -0.650 -0.140
P 0.792 -0.356 -2.262
H 0.171 0.124 0.343
H 0.068 -0.233 -0.044
H -0.009 -0.166 -0.225
H 0.286 0.191 -0.159
H -0.072 0.204 -0.253
H -0.470 -0.061 -0.668
H 0.205 -0.235 -0.666
H 0.187 0.443 -0.552
Cl 0.387 -1.124 -0.424
C -0.453 0.774 0.315
C -0.353 0.274 0.023
C 0.300 0.163 0.091
C -0.611 -1.973 -0.630
N 2.693 -1.196 -0.633
C 1.119 1.925 1.136
H 0.203 -0.080 0.024
H 0.486 -0.048 0.085
H 0.057 -0.502 -0.205
H 0.166 0.145 0.293